ORCA calculation (ωB97M-V/def2-TZVPD) on a 2-piece molecular cluster, C3H9NO overall in a non-equilibrium geometry.

For the energy above the lowest of the compared OMol25 structures with the same formula, charge and spin, the calculation gives 2.877 eV. As for the SMILES: C=C.NCO. Its multiplicity is 1.

Each atom is followed by the atoms it is bonded to, with distances in Å.
Atoms and positions in Å:
1 C -1.18 1.54 2.68  C2 1.279, H3 1.148, H4 1.081
2 C -1.09 0.57 1.85  C1 1.279, H5 1.066, H6 1.122
3 H -0.81 1.56 3.77  C1 1.148
4 H -1.59 2.43 2.22  C1 1.081
5 H -0.74 -0.43 1.83  C2 1.066
6 H -1.54 0.78 0.84  C2 1.122
7 N 0.37 -1.64 -1.29  C8 1.399, H10 1.014, H11 1.042
8 C 0.70 -0.31 -1.59  N7 1.399, O9 1.443, H12 1.063, H13 1.052
9 O 1.88 -0.39 -2.42  C8 1.443, H14 1.014
10 H -0.39 -1.96 -1.88  N7 1.014
11 H 1.19 -2.18 -1.62  N7 1.042
12 H 0.75 0.16 -0.64  C8 1.063
13 H -0.06 0.18 -2.11  C8 1.052
14 H 2.52 -0.30 -1.64  O9 1.014

Charges per atom according to natural (NBO) partitioning, unit e:
1 C -0.39
2 C -0.39
3 H 0.20
4 H 0.20
5 H 0.21
6 H 0.17
7 N -0.86
8 C 0.06
9 O -0.71
10 H 0.36
11 H 0.37
12 H 0.16
13 H 0.16
14 H 0.47